Entry 1:
Entry from the Open Molecules 2025 dataset: a structure of composition C38H45N5O2SeV (the ωB97M-V functional and the def2-TZVPD basis).

The spin multiplicity is 3. As for the total charge: +1. As for the energy relative to the best compared isomer or geometry (same formula, charge and spin): 0.0 kcal per mole. The calculation puts the HOMO energy (spin up / spin down) at -10.3276 / -10.4081 eV.

Cartesian coordinates (Å):
V -0.52555 -1.49607 0.25132
O 0.45943 -1.63355 1.87706
C 0.07860 -1.80844 3.12648
C 1.05355 -1.85852 4.13701
C 0.69619 -2.04611 5.45269
C -0.64573 -2.18986 5.82328
C -1.61191 -2.13768 4.85028
C -1.28167 -1.94900 3.49446
C -2.36340 -1.92098 2.54864
N -2.24834 -1.77962 1.26949
N -3.44937 -1.79702 0.55149
C -3.19460 -1.75263 -0.71390
O -1.98018 -1.72195 -1.20803
C -4.31804 -1.71269 -1.68009
C -4.18303 -2.34450 -2.91380
C -5.20824 -2.28345 -3.84545
C -6.36902 -1.57990 -3.55066
C -6.50903 -0.95660 -2.31787
C -5.49034 -1.02686 -1.37981
H 2.09058 -1.73780 3.84875
H 1.46805 -2.07744 6.21162
H -0.91637 -2.33368 6.85955
H -2.65727 -2.24309 5.11593
H -3.37564 -2.03748 2.93095
H -3.28414 -2.91325 -3.12001
H -5.11121 -2.79523 -4.79446
H -7.16874 -1.52734 -4.27753
H -7.41666 -0.41542 -2.08598
H -5.58847 -0.55048 -0.41373
C 0.91836 -7.18866 -1.02825
C 2.19444 -6.88070 -0.25312
C 1.95403 -6.66777 1.24013
C 1.27085 -5.34417 1.56815
N 2.15075 -4.20562 1.30991
C 2.07214 -3.32767 0.29770
Se 0.72107 -3.31562 -1.01228
N 3.04929 -2.41659 0.43446
C 3.31398 -1.25948 -0.41722
C 4.57976 -1.44367 -1.24733
C 4.46353 -2.52410 -2.32113
C 3.56068 -2.12322 -3.48199
C 3.75951 -2.69215 1.59653
C 4.80065 -2.01792 2.22275
C 5.24964 -2.54383 3.41977
C 4.68317 -3.70104 3.97209
C 3.64562 -4.36721 3.34821
C 3.19451 -3.83347 2.14805
H 1.13081 -7.33590 -2.08725
H 0.19066 -6.37903 -0.95298
H 0.44986 -8.10027 -0.65275
H 2.68718 -5.99828 -0.67630
H 2.90022 -7.70405 -0.37703
H 2.90014 -6.72202 1.78465
H 1.32419 -7.47157 1.63032
H 0.98697 -5.29294 2.62074
H 0.37077 -5.19653 0.97488
H 3.38916 -0.39091 0.23904
H 2.43814 -1.11457 -1.04703
H 5.41423 -1.66961 -0.57933
H 4.80880 -0.48242 -1.71573
H 4.10021 -3.45417 -1.87083
H 5.46208 -2.74631 -2.70121
H 2.53284 -1.96504 -3.15069
H 3.53803 -2.89964 -4.24679
H 3.91693 -1.20283 -3.95000
H 5.23642 -1.12167 1.80355
H 6.05678 -2.05070 3.94377
H 5.06517 -4.07753 4.91105
H 3.20075 -5.25132 3.78332
C -1.25438 -1.18673 -4.52048
N -1.30912 -0.30649 -3.33220
C -2.22865 0.83643 -3.54461
C 0.08105 0.11087 -2.93353
C 0.10410 0.97488 -1.70303
C 0.36170 2.33353 -1.86643
C 0.37463 3.18936 -0.77501
C 0.13413 2.67817 0.48888
C -0.09852 1.31691 0.64994
C -0.12603 0.42464 -0.43031
H -2.26552 -1.48474 -4.78484
H -0.65695 -2.06391 -4.27972
H -0.79948 -0.64465 -5.34809
H -1.68361 -0.87608 -2.51927
H -1.85354 1.44469 -4.36710
H -2.27197 1.42845 -2.63541
H -3.21653 0.44666 -3.78139
H 0.51118 0.62593 -3.79417
H 0.62555 -0.81988 -2.77010
H 0.55668 2.72968 -2.85777
H 0.57442 4.24367 -0.91347
H 0.14190 3.33288 1.35112
H -0.25094 0.94583 1.66020

Force components x, y, z for each atom (eV/Å):
V 0.0 -0.1 -0.1
O 0.0 0.0 0.0
C 0.0 0.0 0.0
C 0.0 0.0 0.0
C 0.0 0.0 0.0
C 0.0 0.0 0.0
C 0.0 0.0 0.0
C 0.0 0.0 0.0
C 0.0 0.0 0.0
N 0.0 0.0 0.0
N 0.0 0.0 0.0
C -0.1 0.0 0.0
O 0.0 0.0 0.0
C 0.0 0.0 0.0
C 0.0 0.0 0.0
C 0.0 0.0 0.0
C 0.0 0.0 0.0
C 0.0 0.0 0.0
C 0.0 0.0 0.0
H 0.0 0.0 0.0
H 0.0 0.0 0.0
H 0.0 0.0 0.0
H 0.0 0.0 0.0
H 0.0 0.0 0.0
H 0.0 0.0 0.0
H 0.0 0.0 0.0
H 0.0 0.0 0.0
H 0.0 0.0 0.0
H 0.0 0.0 0.0
C 0.0 0.0 0.0
C 0.0 0.0 0.0
C 0.0 0.0 0.0
C 0.0 0.0 0.0
N 0.0 0.0 0.0
C 0.0 0.0 0.1
Se 0.0 0.0 0.0
N 0.0 0.0 0.0
C 0.0 0.0 0.0
C 0.0 0.0 0.0
C 0.0 0.0 0.0
C 0.0 0.0 0.0
C 0.0 0.0 0.0
C 0.0 0.0 0.0
C 0.0 0.0 0.0
C 0.0 0.0 0.0
C 0.0 0.0 0.0
C 0.0 0.0 0.0
H 0.0 0.0 0.0
H 0.0 0.0 0.0
H 0.0 0.0 0.0
H 0.0 0.0 0.0
H 0.0 0.0 0.0
H 0.0 0.0 0.0
H 0.0 0.0 0.0
H 0.0 0.0 0.0
H 0.0 0.0 0.0
H 0.0 0.0 0.0
H 0.0 0.0 0.0
H 0.0 0.0 0.0
H 0.0 0.0 0.0
H 0.0 0.0 0.0
H 0.0 0.0 0.0
H 0.0 0.0 0.0
H 0.0 0.0 0.0
H 0.0 0.0 0.0
H 0.0 0.0 0.0
H 0.0 0.0 0.0
H 0.0 0.0 0.0
H 0.0 0.0 0.0
C 0.0 0.0 0.0
N 0.0 0.0 0.0
C 0.1 0.0 0.0
C 0.0 0.0 0.0
C 0.0 0.0 0.0
C 0.0 0.0 0.0
C 0.0 0.0 0.0
C 0.0 0.0 0.0
C 0.0 0.0 0.0
C 0.0 0.0 0.0
H 0.0 0.0 0.0
H 0.0 0.0 0.0
H 0.0 0.0 0.0
H 0.0 0.0 0.0
H 0.0 0.0 0.0
H 0.0 0.0 0.0
H 0.0 0.0 0.0
H 0.0 0.0 0.0
H 0.0 0.0 0.0
H 0.0 0.0 0.0
H 0.0 0.0 0.0
H 0.0 0.0 0.0
H 0.0 0.0 0.0

***

Entry 2:
Entry from the Open Molecules 2025 dataset: a structure of composition C38H46BrCl2N8O4PSTa (the ωB97M-V functional and the def2-TZVPD basis).

The spin multiplicity is 1. As for the total charge: +3. As for the energy relative to the best compared isomer or geometry (same formula, charge and spin): 32.1 kcal per mole. The calculation puts the HOMO energy at -15.1819 eV.

Cartesian coordinates (Å):
Ta 0.47798 0.23002 -0.04233
Cl -4.99155 -0.98009 -3.98025
C -3.41170 -1.08770 -3.32945
C -2.91593 -0.00762 -2.61326
C -1.64618 -0.09983 -2.06440
N -0.93959 0.88253 -1.31948
C -1.29610 2.22837 -1.48922
O -2.38687 2.63576 -1.77766
C -0.13937 3.13921 -1.30633
C -0.16921 4.40853 -1.84416
C 0.91858 5.23668 -1.63243
C 1.96069 4.75718 -0.85036
C 1.89566 3.47283 -0.34412
N 0.87014 2.64280 -0.58368
C -0.86708 -1.23316 -2.25711
C -1.36163 -2.31278 -2.97108
C -2.63848 -2.23984 -3.50369
Cl -3.24583 -3.58902 -4.36674
N 0.36220 -1.16173 -1.54816
C 1.35230 -2.10628 -1.83940
O 1.48851 -2.66251 -2.89480
C 2.20990 -2.43514 -0.66201
C 3.10136 -3.48500 -0.73331
C 3.80694 -3.83157 0.40853
C 3.57119 -3.11522 1.57239
C 2.67341 -2.06331 1.54792
N 2.00098 -1.71049 0.44398
H -3.53537 0.86404 -2.47951
H -1.03802 4.71014 -2.41370
H 0.95158 6.23327 -2.05382
H 2.82671 5.36609 -0.62858
H 2.70946 3.11913 0.26628
H -0.77207 -3.20070 -3.14653
H 3.20789 -4.01198 -1.67172
H 4.51366 -4.65117 0.39619
H 4.07550 -3.36153 2.49699
H 2.48222 -1.49918 2.44873
C 5.01154 0.49384 -3.61090
C 4.47329 0.62539 -2.21331
C 5.28832 0.89507 -1.11586
C 4.75590 1.03096 0.16504
C 3.40593 0.87007 0.28311
Br 2.39716 1.10422 1.89066
N 2.59585 0.58178 -0.73403
C 3.11381 0.47153 -1.96503
H 6.09507 0.58357 -3.62702
H 4.59741 1.26859 -4.25846
H 4.73999 -0.47100 -4.04185
H 6.35602 1.01189 -1.25791
H 5.37594 1.25980 1.02154
H 2.41536 0.24513 -2.76313
O -0.64261 1.14746 1.40096
P -0.99760 1.83148 2.74682
N -2.55964 1.66625 3.13661
C -3.64096 2.56960 2.66185
C -4.86374 1.66187 2.60948
C -4.62795 0.69400 3.76623
C -3.12640 0.41708 3.69963
N -0.09436 1.05126 3.87630
C -0.08423 1.52263 5.30391
C 0.16475 0.25736 6.13022
C 0.82092 -0.70189 5.13905
C 0.04457 -0.42436 3.86382
N -0.62007 3.41236 2.67766
C -0.66554 4.25178 3.92272
C -0.84806 5.67769 3.40686
C -1.66556 5.48833 2.13440
C -1.00910 4.26375 1.51161
H -3.40886 3.00239 1.69135
H -3.78556 3.37882 3.38004
H -4.88576 1.12246 1.65955
H -5.79226 2.22103 2.69941
H -5.21446 -0.21876 3.68469
H -4.88034 1.16473 4.71754
H -2.91236 -0.43495 3.04248
H -2.70131 0.20739 4.68109
H -1.02583 2.00310 5.56817
H 0.71950 2.24213 5.43941
H -0.77719 -0.16153 6.48741
H 0.78249 0.46374 7.00084
H 0.75478 -1.74545 5.44588
H 1.87732 -0.45053 5.00181
H -0.92922 -0.92072 3.89890
H 0.54551 -0.76725 2.96165
H 0.25093 4.13658 4.49343
H -1.51253 3.95912 4.54840
H 0.12147 6.12079 3.17206
H -1.33328 6.31080 4.14641
H -1.63670 6.34873 1.46749
H -2.70894 5.28582 2.37630
H -0.10769 4.56652 0.98010
H -1.66718 3.73122 0.82654
C -2.81381 -2.56715 0.28470
S -1.05303 -2.68947 0.51010
C -1.01602 -3.57335 2.04947
O -0.64001 -1.24476 0.94716
H -3.18405 -3.58044 0.11244
H -2.99338 -1.95552 -0.59886
H -3.26432 -2.13042 1.17578
H -1.38782 -4.58048 1.85297
H -1.64023 -3.06433 2.78221
H 0.02175 -3.62618 2.37617

Force components x, y, z for each atom (eV/Å):
Ta -0.2 0.1 0.3
Cl 0.0 0.0 0.0
C -0.1 0.0 0.0
C -0.1 0.0 0.1
C 0.2 0.2 -0.1
N -0.3 -0.1 0.0
C -0.1 -0.1 0.1
O 0.0 -0.1 0.0
C 0.0 0.0 0.2
C -0.1 0.1 0.0
C 0.1 0.0 0.0
C 0.0 0.1 0.0
C 0.0 0.0 -0.1
N -0.1 -0.2 0.0
C 0.2 0.0 0.1
C 0.1 -0.1 -0.1
C 0.0 -0.1 0.0
Cl 0.0 0.0 0.0
N 0.2 -0.2 -0.3
C -0.2 -0.1 0.1
O 0.0 0.0 -0.1
C 0.0 0.1 0.0
C 0.1 -0.1 0.0
C 0.0 0.0 0.0
C 0.0 0.0 0.0
C -0.1 -0.1 0.1
N -0.2 0.1 0.0
H 0.0 0.0 0.0
H 0.0 0.0 0.0
H 0.0 0.0 0.0
H 0.0 0.0 0.0
H 0.0 0.0 0.0
H 0.0 0.0 0.0
H 0.0 0.0 0.0
H 0.0 0.0 0.0
H 0.0 0.0 0.0
H 0.0 0.0 0.0
C -0.1 0.0 0.1
C 0.1 0.0 -0.1
C 0.0 0.0 0.0
C 0.2 0.0 0.0
C -0.2 0.0 0.1
Br 0.3 0.1 0.1
N 0.0 0.0 -0.1
C -0.1 0.0 0.0
H 0.0 0.0 0.0
H 0.0 0.0 0.0
H 0.0 0.0 0.0
H 0.0 0.0 0.0
H 0.0 0.0 0.0
H 0.0 0.0 0.0
O 0.4 0.4 -0.2
P -0.1 -0.2 0.1
N -0.1 -0.1 0.0
C -0.1 -0.1 0.0
C 0.0 0.0 0.0
C 0.0 0.0 0.0
C -0.1 0.1 0.0
N 0.1 0.0 0.2
C 0.1 -0.2 -0.1
C 0.0 0.0 0.0
C 0.0 0.0 0.0
C 0.0 0.0 0.0
N 0.0 0.2 0.0
C -0.1 0.1 -0.1
C 0.0 0.0 0.0
C 0.0 0.0 0.0
C 0.0 0.0 0.1
H 0.0 0.0 0.0
H 0.0 0.0 0.0
H 0.0 0.0 0.0
H 0.0 0.0 0.0
H 0.0 0.0 0.0
H 0.0 0.0 0.0
H 0.0 0.1 0.0
H 0.0 0.0 0.0
H 0.0 0.0 0.0
H 0.0 0.0 0.0
H 0.0 0.0 0.0
H 0.0 0.0 0.0
H 0.0 0.0 0.0
H 0.0 0.0 0.0
H 0.1 0.0 0.0
H 0.0 0.1 0.0
H 0.0 0.0 0.0
H 0.0 0.0 0.0
H 0.0 0.0 0.0
H 0.0 0.0 0.0
H 0.0 0.0 0.0
H 0.0 0.0 0.0
H 0.0 0.0 0.0
H 0.0 0.0 0.0
C 0.0 0.0 0.0
S -0.1 0.0 -0.1
C 0.1 0.0 0.1
O -0.3 0.0 -0.2
H 0.0 0.0 0.0
H 0.0 0.0 0.0
H 0.0 0.0 0.0
H 0.0 0.0 0.0
H 0.0 0.0 0.0
H 0.0 0.0 0.0